Entry from the OMol25 dataset: 2 unconnected molecules or ions with the total composition C3H4N2 in a non-equilibrium geometry (ωB97M-V/def2-TZVPD).

Computed properties:
F_max   4.79 eV/A
LUMO energy   0.364 eV
Relative energy (zero: lowest compared OMol25 entry of this formula, charge and spin)   5.190 eV

Geometry as XYZ:
```
9
C3H4N2 (ωB97M-V/def2-TZVPD)
N 0.879 0.841 -0.180
N -3.181 -0.045 -0.186
C 0.509 0.529 0.972
C -2.097 -0.093 0.304
C 1.114 -0.522 -0.025
H -0.971 -0.144 0.433
H 0.375 -1.284 -0.494
H 1.205 1.604 -0.755
H 2.167 -0.887 -0.069
```

In elementary charge units, the natural (NBO) charges are: atom 1 (N): -0.54, atom 2 (N): -0.33, atom 3 (C): 0.14, atom 4 (C): 0.08, atom 5 (C): -0.36, atom 6 (H): 0.20, atom 7 (H): 0.18, atom 8 (H): 0.42, atom 9 (H): 0.20